Density functional theory data (the ωB97M-V functional and the def2-TZVPD basis) for the molecule C13H33N3Si at a distorted geometry.

Structure (XYZ):
```
50
Properties=species:S:1:pos:R:3:forces:R:3:mulliken_charge:R:1
N -0.5854 -0.1010 -1.5341 0.204 0.179 1.578 -0.026
N 0.5447 -0.8106 1.2068 -1.164 1.286 -0.739 0.111
N -0.2392 1.8955 0.6329 -0.721 -1.159 0.131 -0.144
C -2.1894 -1.5381 -3.6651 0.367 -0.585 0.017 -1.184
C 2.3547 -3.9969 0.1645 -0.086 -0.466 0.184 -1.278
C 2.4156 2.7906 1.1323 1.446 0.363 -0.535 -1.190
C -0.7508 2.0384 -2.9044 -1.032 -1.036 0.160 -1.477
C -0.0347 -3.0873 1.9255 -0.182 -0.643 -0.474 -1.607
C -0.2289 3.6556 2.4547 0.763 0.172 -0.915 -1.464
C -1.5580 -0.1776 -3.8561 0.315 0.326 0.323 -0.629
C 2.1614 -2.5908 0.7693 -0.157 -0.837 -0.096 -0.495
C 1.6827 2.0025 2.1885 -0.389 0.163 0.126 -0.173
C -1.3627 0.6492 -2.5566 0.170 0.013 -0.183 0.156
C 0.6863 -2.2213 0.9173 -0.198 -0.287 -0.564 0.305
C 0.1620 2.2271 2.0308 0.040 -0.403 0.210 0.256
C -2.3583 -0.1390 0.9578 0.056 -0.086 -0.549 -1.009
Si -0.6406 0.1545 0.2928 1.272 0.923 -1.157 -0.634
H 0.3693 -0.2380 -1.8851 -0.414 0.062 0.291 0.317
H 0.4300 -0.5909 2.2008 0.264 -0.312 -0.355 0.396
H -1.1529 2.3066 0.4131 0.408 0.496 0.227 0.281
H -1.6100 -2.1531 -2.9678 0.197 0.009 -0.369 0.203
H -3.1460 -1.4860 -3.1926 -0.902 0.358 0.293 0.323
H -2.3516 -2.0725 -4.6136 0.292 0.148 0.272 0.375
H 3.3963 -4.2068 -0.1245 -0.305 0.244 0.091 0.376
H 2.0757 -4.7980 0.8830 0.122 0.506 -0.373 0.308
H 1.7233 -4.1472 -0.7312 0.262 0.169 0.309 0.304
H 2.2860 2.4101 0.1105 -0.164 -0.045 0.392 0.183
H 2.1552 3.8549 1.1042 -0.189 -0.239 0.096 0.275
H 3.5013 2.7927 1.3289 -0.266 -0.148 -0.034 0.403
H 0.2731 1.8858 -3.1961 0.520 0.208 -0.220 0.355
H -0.8098 2.6745 -2.0353 0.248 0.280 0.259 0.284
H -1.3342 2.4977 -3.7121 0.271 -0.054 0.051 0.440
H 0.3670 -2.8685 2.8938 0.150 0.035 0.849 0.414
H 0.1362 -4.1505 1.7122 -0.063 0.209 0.128 0.444
H -1.1176 -2.9285 1.9313 0.168 0.150 -0.007 0.285
H -0.1429 3.8162 3.5242 0.281 -0.128 0.168 0.377
H 0.3642 4.4437 1.9144 -0.507 -0.822 0.524 0.255
H -1.2567 3.8247 2.2144 -0.829 0.168 -0.230 0.463
H -0.5929 -0.2858 -4.3633 0.082 0.003 0.083 0.333
H -2.1684 0.4317 -4.5233 -0.087 0.037 -0.073 0.345
H 2.6111 -2.5597 1.7666 0.194 0.151 -0.074 0.259
H 2.6337 -1.8396 0.1387 0.076 0.064 0.052 0.367
H 1.9311 0.9360 2.1371 -0.070 0.299 -0.238 0.089
H 2.0043 2.3234 3.1919 -0.237 0.088 -0.190 0.409
H -2.3703 0.8410 -2.1837 -0.075 -0.159 0.366 0.289
H 0.2042 -2.3976 -0.0530 0.130 -0.019 -0.119 0.109
H -0.3488 1.5209 2.7132 0.035 0.300 0.187 0.212
H -2.6903 -1.1572 0.7660 -0.050 -0.133 0.035 0.331
H -3.0517 0.5296 0.4451 -0.194 0.057 0.173 0.386
H -2.3771 0.0398 2.0353 -0.050 0.097 -0.080 0.290
```
Positions in Å, forces in eV/Å.

Energy above the lowest of the compared OMol25 structures with the same formula, charge and spin (kJ/mol): 0.0
LUMO energy (eV): 0.79
Multiplicity: 1
SMILES: CC[C@@H](C)N[Si](C)(N[C@H](C)CC)N[C@@H](C)CC
Maximum force (Eh/bohr): 0.0380
Electronic energy (eV): -26366.8313
Total charge: 0